[1]
108
Properties=species:S:1:pos:R:3 method="wB97M-V/def2-TZVPD" smiles="CCCC[C@H]1C(=O)NC[C@H]1CCCN.COCCNCCOC.COCCNCCOC.COCCNCCOC" energy_ha=-1945.44157 spin_multiplicity=1
C -2.1346 1.6501 -4.1746
C -0.7173 2.2062 -4.4146
C 0.1171 2.4618 -3.1440
C 1.2072 1.4116 -2.8934
C 0.6750 0.0315 -2.4984
C 1.7048 -0.9047 -1.8330
O 2.8995 -0.9469 -2.0270
N 1.0338 -1.7716 -0.8985
C -0.3909 -1.6396 -1.3182
C -0.5407 -0.1392 -1.5784
C -0.6070 0.6970 -0.2883
C 0.6999 1.3464 0.2296
C 0.8787 1.2021 1.7430
N 0.2660 2.3440 2.4613
H -2.8534 2.1292 -4.8373
H -2.1939 0.5798 -4.3718
H -2.4624 1.8190 -3.1498
H -0.8390 3.1639 -4.9191
H -0.1912 1.5502 -5.1067
H -0.5441 2.5604 -2.2851
H 0.6406 3.4074 -3.2776
H 1.7432 1.2989 -3.8353
H 1.9203 1.7897 -2.1638
H 0.4035 -0.4489 -3.4455
H 1.1395 -1.4110 0.0429
H -1.1134 -2.1070 -0.6602
H -0.3983 -2.1135 -2.3000
H -1.4994 0.0104 -2.0796
H -1.3363 1.4919 -0.4414
H -1.0080 0.0858 0.5257
H 1.5945 0.9898 -0.2723
H 0.6447 2.4183 0.0379
H 1.9307 1.1684 2.0160
H 0.4069 0.2721 2.0768
H 0.7667 2.4285 3.3375
H -0.6805 2.1069 2.7333
C -4.7500 7.8867 -0.5405
O -3.9472 8.1443 0.5939
C -4.2407 7.3253 1.7187
C -3.0970 6.3802 2.0178
N -2.9662 5.3642 0.9831
C -1.7588 4.5446 1.0847
C -0.4117 5.2415 0.9143
O -0.1888 5.7318 -0.3994
C -0.7164 7.0137 -0.6792
H -4.5240 8.6536 -1.2793
H -4.5364 6.9062 -0.9802
H -5.8144 7.9411 -0.2930
H -5.1720 6.7723 1.5663
H -4.3792 7.9888 2.5771
H -3.2884 5.8871 2.9758
H -2.1883 6.9874 2.1281
H -2.9786 5.8143 0.0778
H -1.8295 3.7716 0.3135
H -1.7741 4.0303 2.0461
H 0.3614 4.4977 1.0935
H -0.2547 6.0363 1.6538
H -0.7148 7.6551 0.2057
H -1.7323 6.9586 -1.0820
H -0.0843 7.4712 -1.4410
C -4.7930 -3.0579 0.2906
O -5.2712 -3.1160 1.6195
C -4.8881 -4.2871 2.3310
C -3.9302 -3.9489 3.4525
N -2.6418 -3.5190 2.9272
C -1.7266 -2.9665 3.9201
C -2.1334 -1.6856 4.6410
O -2.1911 -0.5457 3.8026
C -3.4145 -0.3614 3.1105
H -5.2556 -2.1941 -0.1839
H -3.7042 -2.9353 0.2515
H -5.0688 -3.9558 -0.2698
H -4.4504 -5.0282 1.6565
H -5.7953 -4.7182 2.7633
H -3.7821 -4.8372 4.0735
H -4.4094 -3.1798 4.0739
H -2.7967 -2.8255 2.2076
H -0.7808 -2.7691 3.4089
H -1.5237 -3.7369 4.6705
H -1.3569 -1.4720 5.3802
H -3.0712 -1.7935 5.1983
H -4.2663 -0.7321 3.6850
H -3.4024 -0.8432 2.1285
H -3.5434 0.7096 2.9485
C 8.1383 -6.3502 -2.7585
O 8.0701 -5.8385 -1.4432
C 8.0878 -4.4177 -1.3655
C 6.7605 -3.8800 -0.8764
N 5.7139 -4.0698 -1.8692
C 4.3619 -3.7700 -1.3938
C 3.7937 -4.6304 -0.2729
O 3.5495 -5.9815 -0.6300
C 4.6547 -6.8536 -0.5072
H 8.2495 -7.4305 -2.6816
H 7.2294 -6.1335 -3.3303
H 9.0013 -5.9463 -3.2965
H 8.3514 -3.9780 -2.3316
H 8.8644 -4.1419 -0.6460
H 6.8662 -2.8096 -0.6760
H 6.5344 -4.3796 0.0764
H 5.7403 -5.0267 -2.1954
H 3.6918 -3.8628 -2.2506
H 4.3251 -2.7258 -1.0861
H 2.8174 -4.2111 -0.0182
H 4.4031 -4.5861 0.6390
H 5.3157 -6.5589 0.3122
H 5.2343 -6.9102 -1.4335
H 4.2664 -7.8513 -0.2986


[2]
108
Properties=species:S:1:pos:R:3 method="wB97M-V/def2-TZVPD" smiles="CCCCCCCCCCC[C@@H]1[C@H](CC(N)(N)N)C(=O)O[C@]1(CCN)COC.CCO.CCO.CCO.CCO" energy_ha=-1891.38584 spin_multiplicity=1
C -3.8386 -2.5311 1.7498
C -3.6511 -2.1160 0.2914
C -2.8799 -0.7805 0.1644
C -3.6547 0.3244 -0.5927
C -4.4135 1.2870 0.3365
C -4.6477 2.6527 -0.3281
C -3.6268 3.7279 0.0697
C -2.2107 3.1879 0.3346
C -1.8035 3.2718 1.8168
C -0.9441 2.0995 2.3279
C 0.5664 2.3935 2.5256
C 1.5408 1.4102 1.8695
C 1.8142 1.4988 0.3511
C 1.3516 2.7658 -0.3897
C 0.9106 2.6101 -1.8507
N 2.0321 2.1059 -2.6521
N 0.6132 3.9555 -2.4139
N -0.3016 1.8297 -1.9543
C 1.3326 0.1433 -0.1742
O 1.4737 -0.3778 -1.2673
O 0.6900 -0.5214 0.8297
C 1.2566 -0.0878 2.0881
C 2.5884 -0.8624 2.2320
C 2.4368 -2.3660 1.9907
N 2.7688 -2.8022 0.6242
C 0.3515 -0.4610 3.2632
O -0.8109 -1.1492 2.8180
C -1.4070 -1.8623 3.8727
H -2.8724 -2.6597 2.2367
H -4.3757 -3.4747 1.8322
H -4.4034 -1.7610 2.2727
H -3.1133 -2.9083 -0.2266
H -4.6293 -2.0221 -0.1772
H -2.6642 -0.4348 1.1756
H -1.9209 -0.9762 -0.3110
H -2.9389 0.8738 -1.2025
H -4.3543 -0.1686 -1.2640
H -3.8463 1.4034 1.2568
H -5.3803 0.8295 0.5402
H -5.6244 3.0202 -0.0238
H -4.7026 2.5561 -1.4107
H -3.9906 4.2924 0.9256
H -3.5753 4.4420 -0.7525
H -1.5171 3.7441 -0.2911
H -2.1236 2.1495 0.0334
H -2.7322 3.2595 2.3852
H -1.3108 4.2196 2.0299
H -1.0715 1.2158 1.7030
H -1.3625 1.8339 3.2975
H 0.7699 2.3630 3.5932
H 0.7903 3.3977 2.1743
H 2.4891 1.5915 2.3855
H 2.8975 1.4536 0.2504
H 2.2055 3.4373 -0.4343
H 0.5706 3.2944 0.1509
H 1.8608 1.1575 -2.9551
H 2.0706 2.6634 -3.4964
H 1.4777 4.4793 -2.4990
H 0.0302 4.4532 -1.7523
H -0.2786 1.1772 -2.7184
H -0.5667 1.3749 -1.0965
H 2.9976 -0.7071 3.2326
H 3.3177 -0.4376 1.5406
H 1.4253 -2.7068 2.2026
H 3.0931 -2.9046 2.6741
H 3.4868 -2.1784 0.2807
H 1.9572 -2.6947 0.0342
H 0.0268 0.4156 3.8268
H 0.8896 -1.1049 3.9592
H -2.4067 -2.1662 3.5764
H -1.4894 -1.2566 4.7795
H -0.8350 -2.7629 4.1170
C 7.4031 0.7778 0.5231
C 6.1938 0.0246 1.0424
O 5.0306 0.2769 0.2514
H 7.2044 1.8496 0.5061
H 8.2770 0.5927 1.1488
H 7.6402 0.4696 -0.4974
H 5.9485 0.3452 2.0543
H 6.3928 -1.0519 1.0664
H 5.2146 -0.0073 -0.6493
C 2.3905 -5.8751 -2.5093
C 3.6395 -5.8136 -1.6482
O 4.4206 -4.6621 -1.9597
H 2.6572 -5.8960 -3.5653
H 1.7949 -6.7607 -2.2819
H 1.7694 -4.9907 -2.3447
H 4.2660 -6.6877 -1.8239
H 3.3749 -5.7913 -0.5864
H 3.8686 -3.8945 -1.7839
C 5.4849 -4.5231 -6.3026
C 4.5134 -5.2564 -5.3955
O 4.3024 -6.5992 -5.8388
H 5.1154 -4.5144 -7.3287
H 5.6289 -3.4931 -5.9727
H 6.4574 -5.0213 -6.3079
H 3.5411 -4.7664 -5.4060
H 4.8759 -5.2673 -4.3654
H 5.1512 -7.0476 -5.8217
C -9.5994 4.5193 1.0431
C -8.1719 4.6849 1.5308
O -7.2555 4.8481 0.4513
H -9.6741 3.6617 0.3742
H -10.2853 4.3730 1.8786
H -9.9215 5.4018 0.4854
H -7.8486 3.7969 2.0721
H -8.0977 5.5420 2.2086
H -7.5107 5.6360 -0.0354


no.,orbital gap (eV),E_LUMO (eV)
1,8.74,0.56
2,9.28,0.52